Entry 1:
The following is a DFT calculation (ωB97M-V/def2-TZVPD) of a structure of composition C8H15BS.

For the frontier orbital gap, the calculation gives 8.40 eV. As for the HOMO energy: -0.288 Eh. As for the charge: 0.

Geometry (Å):
1 B -0.655 -1.424 -0.040
2 C -2.538 -0.771 0.612
3 C 1.814 0.528 0.067
4 C 1.147 1.783 0.575
5 C 1.232 0.100 -1.210
6 C -0.371 1.669 0.709
7 C -0.230 -0.266 -1.020
8 C -0.990 1.081 -0.540
9 C 0.034 -2.693 0.294
10 S -2.709 0.679 -0.381
11 H -3.422 -1.526 0.417
12 H -2.467 -0.698 1.657
13 H 2.918 0.642 -0.120
14 H 1.644 -0.173 0.828
15 H 1.739 2.095 1.436
16 H 1.316 2.630 -0.062
17 H 1.460 0.863 -2.022
18 H 1.790 -0.845 -1.604
19 H -0.758 1.062 1.537
20 H -0.684 2.606 0.819
21 H -0.501 -0.509 -1.982
22 H -0.852 1.896 -1.339
23 H 0.749 -2.250 1.110
24 H 0.764 -3.067 -0.595
25 H -0.431 -3.412 0.854


Entry 2:
The following is a DFT calculation (ωB97M-V/def2-TZVPD) of a structure of composition Cl3O3PS.

For the frontier orbital gap (alpha / beta), the calculation gives 7.52 / 7.52 eV. As for the HOMO energy (alpha / beta): -0.390 / -0.390 Eh. As for the charge: 0.

Geometry (Å):
1 O 1.757 -1.901 -0.169
2 O -1.373 1.512 0.715
3 O -2.405 -0.655 0.579
4 P 1.300 -0.543 0.078
5 S -1.404 0.207 0.143
6 Cl 1.821 0.134 1.867
7 Cl 1.974 0.720 -1.364
8 Cl -1.669 0.525 -1.850